ORCA calculation (ωB97M-V/def2-TZVPD) on a cluster of 24 separate species, C72H168N24O24 in total at a distorted geometry.

Summary:
Energy above the lowest of the compared OMol25 structures with the same formula, charge and spin   246.1 kJ/mol
Energy   -162301.99777 eV
Highest occupied orbital energy   -8.156 eV
Molecular weight   1754.3 g/mol
Kohn-Sham gap   7.61 eV

Last column: Löwdin charge in e.
Atoms and positions in Å:
C 31.48 5.89 -3.94  -0.01
C 30.13 5.17 -4.15  -0.55
O 29.79 4.94 -5.33  0.00
N 29.39 4.91 -3.07  0.04
C 27.99 4.32 -3.04  -0.02
H 32.05 5.24 -3.28  0.07
H 31.43 6.84 -3.43  0.07
H 32.05 5.88 -4.87  0.08
H 29.81 4.88 -2.15  0.13
H 27.97 3.43 -2.41  0.08
H 27.74 4.02 -4.06  0.05
H 27.33 5.12 -2.70  0.05
C 14.41 -1.02 1.18  0.00
C 14.23 0.49 1.22  -0.49
O 13.82 1.12 0.21  -0.01
N 14.67 1.21 2.31  0.00
C 14.73 2.68 2.42  -0.07
H 13.88 -1.62 1.92  0.08
H 15.46 -1.25 1.37  0.07
H 14.08 -1.34 0.19  0.09
H 15.04 0.64 3.06  0.12
H 13.83 2.99 2.96  0.08
H 14.81 3.21 1.47  0.08
H 15.64 2.95 2.97  0.05
C 23.23 6.78 4.66  0.03
C 22.50 6.51 5.98  -0.49
O 23.01 5.76 6.84  -0.01
N 21.35 7.14 6.22  0.01
C 20.69 8.20 5.49  -0.07
H 22.79 7.57 4.05  0.06
H 23.16 5.91 4.01  0.06
H 24.27 7.03 4.87  0.08
H 20.99 7.01 7.15  0.14
H 21.19 9.17 5.46  0.09
H 19.68 8.35 5.88  0.08
H 20.55 7.75 4.51  0.07
C 21.57 -1.47 -0.13  0.01
C 20.99 -2.42 -1.06  -0.57
O 21.63 -2.95 -1.98  0.02
N 19.77 -2.91 -0.83  0.01
C 19.02 -3.88 -1.61  -0.07
H 21.60 -0.44 -0.49  0.09
H 22.60 -1.72 0.10  0.07
H 21.03 -1.34 0.81  0.07
H 19.22 -2.58 -0.05  0.10
H 17.96 -3.91 -1.38  0.08
H 19.40 -4.88 -1.42  0.09
H 19.15 -3.63 -2.66  0.08
C 26.71 5.94 -5.94  0.00
C 25.20 5.79 -5.92  -0.53
O 24.66 5.14 -6.85  -0.01
N 24.56 6.37 -4.92  0.05
C 23.09 6.47 -4.77  -0.05
H 27.13 6.67 -5.24  0.05
H 26.94 6.36 -6.91  0.09
H 27.15 4.96 -5.79  0.06
H 25.04 6.75 -4.12  0.10
H 22.88 6.44 -3.70  0.06
H 22.47 5.71 -5.25  0.06
H 22.74 7.48 -4.98  0.08
C 26.67 0.08 4.90  0.00
C 26.18 -0.63 6.16  -0.54
O 25.32 -0.16 6.84  0.04
N 26.87 -1.68 6.62  0.04
C 27.89 -2.40 5.83  -0.07
H 26.99 -0.65 4.15  0.07
H 27.54 0.70 5.13  0.11
H 25.82 0.62 4.50  0.07
H 26.60 -2.12 7.49  0.14
H 28.40 -1.78 5.09  0.08
H 27.47 -3.23 5.28  0.08
H 28.66 -2.82 6.48  0.08
C 21.34 -0.36 -3.99  0.02
C 21.23 1.14 -3.75  -0.56
O 22.21 1.85 -3.53  0.01
N 20.01 1.61 -3.94  0.02
C 19.70 3.03 -3.88  -0.07
H 21.29 -0.44 -5.07  0.09
H 20.49 -0.81 -3.47  0.07
H 22.25 -0.82 -3.61  0.07
H 19.20 1.00 -3.92  0.14
H 20.11 3.52 -4.76  0.07
H 20.14 3.42 -2.96  0.07
H 18.63 3.15 -4.04  0.09
C 16.97 1.68 5.93  0.03
C 18.29 2.46 5.95  -0.50
O 19.31 2.03 5.35  -0.02
N 18.24 3.62 6.58  0.04
C 19.29 4.66 6.59  -0.04
H 16.25 1.94 5.16  0.07
H 16.50 1.77 6.91  0.08
H 17.33 0.66 5.83  0.06
H 17.38 3.92 7.02  0.14
H 19.23 5.31 5.71  0.07
H 20.30 4.27 6.66  0.07
H 19.18 5.25 7.50  0.09
C 23.87 0.24 9.87  0.00
C 22.98 1.22 9.18  -0.56
O 22.07 1.80 9.83  -0.03
N 23.17 1.30 7.87  0.04
C 22.53 2.28 6.97  -0.03
H 24.89 0.35 9.50  0.08
H 23.54 -0.75 9.57  0.09
H 23.75 0.50 10.92  0.09
H 23.98 0.84 7.49  0.07
H 22.46 3.25 7.46  0.07
H 21.53 2.01 6.66  0.05
H 23.15 2.40 6.08  0.07
C 26.65 -5.48 -2.67  0.00
C 26.22 -5.01 -1.29  -0.58
O 25.97 -5.83 -0.42  0.00
N 26.12 -3.69 -1.17  0.03
C 25.71 -2.95 0.04  -0.04
H 27.72 -5.69 -2.75  0.08
H 26.44 -4.73 -3.43  0.07
H 26.11 -6.40 -2.83  0.08
H 26.30 -3.12 -1.98  0.07
H 26.31 -2.04 0.08  0.08
H 25.93 -3.57 0.90  0.07
H 24.65 -2.69 0.08  0.06
C 24.13 -2.84 3.57  0.01
C 23.52 -1.56 3.06  -0.53
O 24.07 -0.95 2.11  0.00
N 22.49 -1.04 3.74  0.03
C 21.92 0.32 3.52  -0.03
H 24.11 -3.47 2.68  0.08
H 23.60 -3.25 4.43  0.08
H 25.20 -2.78 3.77  0.07
H 21.94 -1.67 4.31  0.12
H 21.13 0.58 4.22  0.06
H 21.50 0.19 2.53  0.07
H 22.73 1.05 3.60  0.08
C 25.76 3.82 5.15  0.02
C 26.58 4.91 5.85  -0.56
O 27.81 4.96 5.68  0.01
N 25.88 5.70 6.62  0.02
C 26.35 6.87 7.37  -0.05
H 26.00 3.80 4.09  0.07
H 24.68 3.96 5.13  0.05
H 25.93 2.84 5.61  0.07
H 24.90 5.49 6.63  0.07
H 27.35 7.18 7.06  0.08
H 26.42 6.73 8.45  0.08
H 25.72 7.75 7.24  0.07
C 20.94 4.24 3.04  0.02
C 22.06 3.79 2.10  -0.53
O 23.20 3.54 2.54  -0.02
N 21.71 3.57 0.84  0.06
C 22.66 3.00 -0.19  0.00
H 21.15 5.24 3.42  0.06
H 20.88 3.53 3.86  0.07
H 19.91 4.29 2.68  0.07
H 20.76 3.73 0.55  0.06
H 22.20 3.12 -1.17  0.06
H 22.78 1.92 -0.09  0.08
H 23.63 3.47 -0.26  0.07
C 26.01 1.58 1.75  0.00
C 26.52 2.88 1.17  -0.55
O 27.65 2.96 0.64  0.00
N 25.65 3.87 1.25  0.02
C 25.93 5.14 0.58  -0.06
H 25.71 0.94 0.92  0.07
H 25.13 1.63 2.38  0.05
H 26.80 1.07 2.31  0.07
H 24.75 3.73 1.68  0.05
H 26.07 5.06 -0.49  0.08
H 26.75 5.68 1.05  0.08
H 25.09 5.82 0.73  0.06
C 22.33 7.58 0.29  0.01
C 21.26 8.54 0.75  -0.58
O 20.51 8.23 1.63  0.03
N 21.20 9.73 0.20  0.03
C 20.32 10.82 0.57  -0.05
H 22.73 7.86 -0.68  0.06
H 21.96 6.55 0.26  0.07
H 23.18 7.57 0.97  0.08
H 22.02 9.92 -0.37  0.14
H 19.86 11.16 -0.35  0.07
H 20.66 11.73 1.05  0.09
H 19.45 10.42 1.11  0.06
C 24.90 -0.23 -2.60  0.01
C 25.99 -0.69 -3.56  -0.50
O 26.48 -1.81 -3.35  -0.01
N 26.31 0.10 -4.59  0.04
C 25.83 1.49 -4.73  -0.05
H 25.32 0.27 -1.73  0.08
H 24.26 -1.06 -2.28  0.08
H 24.24 0.49 -3.09  0.04
H 26.96 -0.29 -5.25  0.15
H 24.80 1.49 -5.11  0.08
H 26.52 2.08 -5.33  0.09
H 25.84 1.97 -3.76  0.08
C 15.64 5.91 3.68  0.00
C 15.10 6.65 2.49  -0.58
O 15.35 6.24 1.39  0.03
N 14.38 7.74 2.65  0.04
C 14.16 8.44 3.92  -0.05
H 15.98 6.60 4.45  0.06
H 16.51 5.31 3.39  0.08
H 14.97 5.15 4.08  0.08
H 14.14 8.22 1.79  0.15
H 14.62 9.43 3.88  0.07
H 14.57 7.91 4.77  0.08
H 13.10 8.64 4.06  0.08
C 16.95 3.15 -1.06  0.02
C 18.04 4.01 -0.41  -0.52
O 19.19 3.57 -0.27  -0.02
N 17.62 5.22 -0.05  0.04
C 18.54 6.26 0.46  -0.05
H 16.21 3.78 -1.56  0.08
H 16.41 2.46 -0.41  0.07
H 17.42 2.50 -1.80  0.07
H 16.63 5.43 -0.13  0.10
H 18.08 7.25 0.41  0.08
H 19.47 6.18 -0.10  0.06
H 18.74 6.21 1.53  0.07
C 20.15 6.34 -2.75  0.00
C 20.27 7.76 -3.00  -0.60
O 21.38 8.22 -2.85  0.03
N 19.19 8.47 -3.34  0.04
C 19.16 9.94 -3.41  -0.05
H 20.52 5.65 -3.51  0.08
H 19.09 6.18 -2.56  0.08
H 20.73 6.12 -1.86  0.09
H 18.31 8.00 -3.45  0.14
H 18.56 10.37 -2.62  0.07
H 18.74 10.32 -4.35  0.08
H 20.14 10.41 -3.29  0.08
C 20.51 4.19 -9.75  0.00
C 21.46 3.36 -8.90  -0.60
O 21.95 2.40 -9.39  0.08
N 21.61 3.67 -7.60  0.02
C 22.39 2.96 -6.60  -0.09
H 20.11 5.08 -9.25  0.06
H 19.63 3.63 -10.06  0.08
H 21.17 4.49 -10.56  0.09
H 21.10 4.46 -7.23  0.12
H 21.97 1.97 -6.45  0.08
H 22.49 3.46 -5.64  0.06
H 23.42 2.82 -6.95  0.08
C 20.26 -0.69 7.72  0.01
C 19.10 -0.14 8.49  -0.56
O 18.02 -0.71 8.37  0.01
N 19.29 0.94 9.26  0.03
C 18.27 1.69 9.98  -0.06
H 20.47 -0.16 6.79  0.06
H 20.18 -1.74 7.42  0.09
H 21.11 -0.62 8.40  0.07
H 20.26 1.22 9.35  0.08
H 17.26 1.29 9.97  0.08
H 18.26 2.68 9.52  0.06
H 18.55 1.86 11.02  0.08
C 18.38 -1.58 4.19  0.02
C 18.42 -0.91 2.87  -0.56
O 18.22 -1.48 1.81  0.02
N 18.61 0.42 2.87  0.03
C 18.67 1.31 1.76  -0.07
H 17.49 -1.33 4.77  0.08
H 19.30 -1.29 4.70  0.07
H 18.40 -2.66 4.09  0.09
H 18.79 0.90 3.75  0.07
H 17.86 2.04 1.77  0.07
H 18.52 0.81 0.80  0.09
H 19.64 1.79 1.65  0.07
C 25.94 8.49 -0.61  0.01
C 26.61 8.36 -1.98  -0.52
O 26.43 7.29 -2.55  0.00
N 27.36 9.37 -2.45  0.02
C 28.21 9.34 -3.65  -0.03
H 26.47 7.85 0.09  0.08
H 24.89 8.20 -0.64  0.05
H 25.95 9.52 -0.25  0.07
H 27.34 10.23 -1.92  0.13
H 29.24 9.66 -3.49  0.08
H 27.80 10.16 -4.24  0.08
H 28.15 8.35 -4.11  0.07
C 17.73 9.52 3.46  0.00
C 17.28 10.46 4.56  -0.59
O 17.01 10.02 5.67  0.03
N 17.06 11.74 4.24  0.00
C 16.65 12.74 5.22  -0.06
H 17.67 8.48 3.79  0.07
H 18.75 9.73 3.16  0.06
H 17.07 9.63 2.59  0.08
H 17.22 12.03 3.28  0.13
H 16.74 13.75 4.83  0.08
H 17.25 12.63 6.13  0.09
H 15.57 12.60 5.35  0.09